# C2H3NO2

The molecule C2H3NO2 (ωB97M-V with the def2-TZVPD basis set, the OMol25 dataset).

Bonds (Å) are listed after each position.
Geometry (Å):
1 O -1.22 1.38 0.32  C2 1.208
2 C -0.55 0.91 -0.57  O1 1.208, N3 1.383, H6 1.100
3 N 0.33 -0.15 -0.40  C2 1.383, C4 1.396, H7 1.012
4 C 0.40 -0.78 0.84  N3 1.396, O5 1.204, H8 1.096
5 O 0.70 -1.94 0.98  C4 1.204
6 H -0.59 1.28 -1.61  C2 1.100
7 H 0.74 -0.62 -1.20  N3 1.012
8 H 0.19 -0.07 1.65  C4 1.096

Results
- molecular weight (g mol⁻¹) = 73.051
- frontier orbital gap (eV) = 11.10
- DFT total energy (Ha) = -283.2539


# C2H3NO2

The molecule C2H3NO2 at a distorted geometry (ωB97M-V with the def2-TZVPD basis set, the OMol25 dataset).

Bonds (Å) are listed after each position.
Geometry (Å):
1 N -1.13 -0.19 0.42  C2 1.375, H6 1.009, H7 1.011
2 C -0.18 0.59 -0.19  N1 1.375, O3 1.206, C4 1.555
3 O -0.29 1.75 -0.47  C2 1.206
4 C 1.17 -0.17 -0.39  C2 1.555, O5 1.208, H8 1.120
5 O 1.26 -0.84 0.61  C4 1.208
6 H -2.09 0.09 0.27  N1 1.009
7 H -0.94 -1.17 0.58  N1 1.011
8 H 2.20 -0.06 -0.83  C4 1.120

Results
- molecular weight (g mol⁻¹) = 73.051
- frontier orbital gap (eV) = 9.84
- DFT total energy (Ha) = -283.2091


# C2H3NO2

The molecule C2H3NO2 at a distorted geometry (ωB97M-V with the def2-TZVPD basis set, the OMol25 dataset).

Bonds (Å) are listed after each position.
Geometry (Å):
1 C 0.93 -0.08 0.79  C2 1.451, H6 1.046
2 C -0.12 -0.75 0.05  C1 1.451, O4 1.451, H7 1.160, H8 1.130
3 N -0.96 1.42 -0.43  O4 1.299, O5 1.217
4 O -1.22 0.18 -0.15  C2 1.451, N3 1.299
5 O 0.19 1.81 -0.43  N3 1.217
6 H 1.82 0.05 0.24  C1 1.046
7 H -0.07 -1.28 -0.98  C2 1.160
8 H -0.57 -1.34 0.90  C2 1.130

Results
- molecular weight (g mol⁻¹) = 73.051
- frontier orbital gap (alpha / beta) (eV) = 8.21 / 8.21
- DFT total energy (Ha) = -282.9705


# C2H3NO2

The molecule C2H3NO2 at a distorted geometry (ωB97M-V with the def2-TZVPD basis set, the OMol25 dataset).

Bonds (Å) are listed after each position.
Geometry (Å):
1 C -1.48 -0.54 0.08  C2 1.546, O4 1.349, H6 1.103
2 C -0.38 0.49 0.39  C1 1.546, O4 1.405, O5 1.397, H7 1.138
3 N 1.95 -0.02 0.16  O5 1.359, H8 1.049
4 O -1.50 0.71 -0.42  C1 1.349, C2 1.405
5 O 0.77 0.35 -0.39  C2 1.397, N3 1.359
6 H -1.33 -1.40 -0.61  C1 1.103
7 H -0.30 1.19 1.29  C2 1.138
8 H 2.27 -0.78 -0.49  N3 1.049

Results
- molecular weight (g mol⁻¹) = 73.051
- frontier orbital gap (alpha / beta) (eV) = 8.60 / 9.36
- DFT total energy (Ha) = -282.9933


# C2H3NO2

The molecule C2H3NO2 (ωB97M-V with the def2-TZVPD basis set, the OMol25 dataset).

Bonds (Å) are listed after each position.
Geometry (Å):
1 N -1.46 -0.72 1.31  C2 1.226, H6 1.022
2 C -0.69 -0.32 0.44  N1 1.226, C3 1.309
3 C 0.27 0.00 -0.39  C2 1.309, O4 1.363, O5 1.384
4 O 0.27 -0.35 -1.71  C3 1.363, H7 0.966
5 O 1.38 0.74 -0.02  C3 1.384, H8 0.961
6 H -2.29 -0.17 1.50  N1 1.022
7 H 1.13 -0.07 -2.06  O4 0.966
8 H 1.38 0.89 0.93  O5 0.961

Results
- molecular weight (g mol⁻¹) = 73.051
- frontier orbital gap (eV) = 8.47
- DFT total energy (Ha) = -283.1683


# C2H3NO2

The molecule C2H3NO2 at a distorted geometry (ωB97M-V with the def2-TZVPD basis set, the OMol25 dataset).

Bonds (Å) are listed after each position.
Geometry (Å):
1 C -1.55 -0.50 0.01  C2 1.536, O4 1.293, H6 1.075
2 C -0.32 0.33 0.40  C1 1.536, O4 1.498, O5 1.391, H7 1.106
3 N 1.96 0.03 0.20  O5 1.352, H8 1.048
4 O -1.55 0.74 -0.36  C1 1.293, C2 1.498
5 O 0.78 0.20 -0.44  C2 1.391, N3 1.352
6 H -1.75 -1.33 -0.64  C1 1.075
7 H -0.17 1.06 1.22  C2 1.106
8 H 2.60 -0.54 -0.39  N3 1.048

Results
- molecular weight (g mol⁻¹) = 73.051
- frontier orbital gap (alpha / beta) (eV) = 7.94 / 9.93
- DFT total energy (Ha) = -282.9943


# C2H3NO2S

A cluster of 2 separate species, C2H3NO2S in total at a distorted geometry (ωB97M-V with the def2-TZVPD basis set, the OMol25 dataset).

Bonds (Å) are listed after each position.
Geometry (Å):
1 N 3.44 -0.69 0.12  C2 1.197, H4 0.999
2 C 2.61 0.15 -0.07  N1 1.197, S3 1.549
3 S 1.64 1.36 -0.06  C2 1.549
4 H 3.74 -1.51 -0.37  N1 0.999
5 O -0.96 -0.59 -0.13  C6 1.195
6 C -1.48 0.35 0.39  O5 1.195, O7 1.322, H8 1.098
7 O -2.60 0.92 -0.01  C6 1.322, H9 0.971
8 H -1.09 0.88 1.27  C6 1.098
9 H -2.96 0.48 -0.80  O7 0.971

Results
- molecular weight (g mol⁻¹) = 105.118
- frontier orbital gap (eV) = 10.26
- DFT total energy (Ha) = -681.4254


# C2H3NO2S

The molecule C2H3NO2S at a distorted geometry (ωB97M-V with the def2-TZVPD basis set, the OMol25 dataset).

Bonds (Å) are listed after each position.
Geometry (Å):
1 O -0.63 -0.06 2.00  C2 1.266
2 C -0.23 -0.21 0.81  O1 1.266, C3 1.552, N5 1.256
3 C -0.91 0.91 -0.02  C2 1.552, S4 1.550, H7 1.063
4 S -0.36 1.67 -1.25  C3 1.550
5 N 0.69 -0.81 0.20  C2 1.256, O6 1.329, H8 1.019
6 O 0.88 -0.71 -1.11  N5 1.329, H9 1.066
7 H -1.94 0.82 0.21  C3 1.063
8 H 0.98 -1.71 0.59  N5 1.019
9 H 1.51 0.09 -1.41  O6 1.066

Results
- molecular weight (g mol⁻¹) = 105.118
- frontier orbital gap (eV) = 8.14
- DFT total energy (Ha) = -681.2963


# C2H3NO2S

The molecule C2H3NO2S at a distorted geometry (ωB97M-V with the def2-TZVPD basis set, the OMol25 dataset).

Bonds (Å) are listed after each position.
Geometry (Å):
1 O -0.99 -0.58 -1.45  C2 1.250
2 C -0.23 0.39 -1.26  O1 1.250, C3 1.549, H7 1.249
3 C 0.54 0.63 0.06  C2 1.549, O4 1.255, N5 1.481
4 O 1.54 1.37 -0.09  C3 1.255
5 N 0.04 0.21 1.40  C3 1.481, S6 1.678, H8 1.115
6 S -1.14 -0.98 1.52  N5 1.678, H9 1.629
7 H 0.16 1.01 -2.27  C2 1.249
8 H 0.95 -0.18 1.91  N5 1.115
9 H -0.87 -1.86 0.18  S6 1.629

Results
- molecular weight (g mol⁻¹) = 105.118
- frontier orbital gap (eV) = 8.33
- DFT total energy (Ha) = -681.3301


# C2H3NO2S

A cluster of 2 separate species, C2H3NO2S in total at a distorted geometry (ωB97M-V with the def2-TZVPD basis set, the OMol25 dataset).

Bonds (Å) are listed after each position.
Geometry (Å):
1 C 1.67 -0.51 0.08  H7 1.121, H8 1.096
2 C -0.37 0.32 0.09  N3 1.342, S6 1.694
3 N -1.36 -0.54 -0.17  C2 1.342, O4 1.225, O5 1.226
4 O -1.09 -1.72 0.01  N3 1.225
5 O -2.50 -0.15 -0.42  N3 1.226
6 S -0.71 1.91 -0.38  C2 1.694, H9 1.288
7 H 2.40 0.14 0.63  C1 1.121
8 H 1.45 -1.57 0.20  C1 1.096
9 H 0.51 2.13 -0.04  S6 1.288

Results
- molecular weight (g mol⁻¹) = 105.118
- frontier orbital gap (alpha / beta) (eV) = 8.50 / 7.35
- DFT total energy (Ha) = -681.0976


# C2H3NO2S

The molecule C2H3NO2S at a distorted geometry (ωB97M-V with the def2-TZVPD basis set, the OMol25 dataset).

Bonds (Å) are listed after each position.
Geometry (Å):
1 N -1.67 -0.03 0.93  O2 1.444, H7 0.970, H8 1.011
2 O -0.30 0.20 0.54  N1 1.444, C3 1.349
3 C 0.18 -0.27 -0.63  O2 1.349, O4 1.217, C5 1.632
4 O -0.42 -0.67 -1.61  C3 1.217
5 C 1.80 -0.19 -0.48  C3 1.632, S6 1.645, H9 1.043
6 S 2.43 1.18 0.18  C5 1.645
7 H -2.30 0.27 0.26  N1 0.970
8 H -2.00 0.52 1.71  N1 1.011
9 H 2.29 -1.01 -0.90  C5 1.043

Results
- molecular weight (g mol⁻¹) = 105.118
- frontier orbital gap (eV) = 8.08
- DFT total energy (Ha) = -681.3214


# C2H3NO2S

The molecule C2H3NO2S at a distorted geometry (ωB97M-V with the def2-TZVPD basis set, the OMol25 dataset).

Bonds (Å) are listed after each position.
Geometry (Å):
1 C -0.62 0.52 -0.30  C2 1.529, O5 1.445, H7 1.138, H8 1.206
2 C 0.60 0.09 0.52  C1 1.529, O4 1.345, S6 1.909, H9 1.155
3 N -0.64 -1.74 0.01  O4 1.365, O5 1.314
4 O 0.52 -1.26 0.55  C2 1.345, N3 1.365
5 O -1.23 -0.75 -0.61  C1 1.445, N3 1.314
6 S 2.22 0.41 -0.44  C2 1.909
7 H -1.35 1.27 0.13  C1 1.138
8 H -0.26 0.86 -1.40  C1 1.206
9 H 0.76 0.61 1.53  C2 1.155

Results
- molecular weight (g mol⁻¹) = 105.118
- frontier orbital gap (alpha / beta) (eV) = 10.24 / 6.02
- DFT total energy (Ha) = -681.2186


# C2H3NO2S

The molecule C2H3NO2S at a distorted geometry (ωB97M-V with the def2-TZVPD basis set, the OMol25 dataset).

Bonds (Å) are listed after each position.
Geometry (Å):
1 C -1.05 0.37 0.02  C2 1.808, N3 1.332, O4 1.183
2 C -0.01 -1.10 -0.09  C1 1.808, S6 1.830, H7 1.078, H8 1.078
3 N -0.02 1.20 -0.13  C1 1.332, S6 1.785, H9 1.013
4 O -2.22 0.47 0.14  C1 1.183
5 O 2.25 0.10 0.65  S6 1.443
6 S 1.33 0.09 -0.46  C2 1.830, N3 1.785, O5 1.443
7 H 0.10 -1.57 0.88  C2 1.078
8 H -0.29 -1.77 -0.89  C2 1.078
9 H -0.09 2.21 -0.13  N3 1.013

Results
- molecular weight (g mol⁻¹) = 105.118
- frontier orbital gap (eV) = 10.45
- DFT total energy (Ha) = -681.3813


# C2H3NO2S2

A cluster of 2 separate species, C2H3NO2S2 in total at a distorted geometry (ωB97M-V with the def2-TZVPD basis set, the OMol25 dataset).

Bonds (Å) are listed after each position.
Geometry (Å):
1 C -0.25 -0.17 -1.27  C2 1.499, O4 1.193, S6 1.809
2 C -0.24 1.15 -1.98  C1 1.499, H8 1.089, H9 1.090, H10 1.091
3 N 0.64 -1.47 3.86  O5 1.186, S7 1.486
4 O -0.25 -1.26 -1.77  C1 1.193
5 O 1.76 -1.86 3.89  N3 1.186
6 S -0.33 0.13 0.51  C1 1.809
7 S -0.59 -0.96 3.21  N3 1.486
8 H -0.06 0.99 -3.04  C2 1.089
9 H 0.52 1.81 -1.56  C2 1.090
10 H -1.21 1.63 -1.84  C2 1.091

Results
- molecular weight (g mol⁻¹) = 137.185
- frontier orbital gap (alpha / beta) (eV) = 6.12 / 8.69
- DFT total energy (Ha) = -1079.4644


# C2H3NO3

A cluster of 2 separate species, C2H3NO3 in total at a distorted geometry (ωB97M-V with the def2-TZVPD basis set, the OMol25 dataset).

Bonds (Å) are listed after each position.
Geometry (Å):
1 C 1.19 0.22 -0.17  N3 1.306, O4 1.179
2 C -0.97 0.92 0.10  O5 1.393, O6 1.455, H7 1.162
3 N 0.94 -1.02 0.16  C1 1.306, H8 1.111, H9 1.051
4 O 2.08 0.94 -0.44  C1 1.179
5 O -1.76 0.37 -0.91  C2 1.393, O6 1.421
6 O -1.76 -0.27 0.36  C2 1.455, O5 1.421
7 H -1.24 1.87 0.71  C2 1.162
8 H -0.12 -1.27 0.37  N3 1.111
9 H 1.64 -1.75 -0.16  N3 1.051

Results
- molecular weight (g mol⁻¹) = 89.050
- frontier orbital gap (eV) = 9.46
- DFT total energy (Ha) = -358.2739


# C2H3NO3

The molecule C2H3NO3 at a distorted geometry (ωB97M-V with the def2-TZVPD basis set, the OMol25 dataset).

Bonds (Å) are listed after each position.
Geometry (Å):
1 O -2.44 0.44 -0.07  C2 1.186
2 C -1.75 -0.52 -0.03  O1 1.186, O3 1.338, H7 1.072
3 O -0.42 -0.52 0.09  C2 1.338, C4 1.374
4 C 0.26 0.67 0.00  O3 1.374, N5 1.279, H8 1.116
5 N 1.53 0.74 0.01  C4 1.279, O6 1.422
6 O 2.16 -0.54 -0.07  N5 1.422, H9 0.921
7 H -2.02 -1.56 0.00  C2 1.072
8 H -0.38 1.58 0.13  C4 1.116
9 H 3.05 -0.30 -0.06  O6 0.921

Results
- molecular weight (g mol⁻¹) = 89.050
- frontier orbital gap (eV) = 11.03
- DFT total energy (Ha) = -358.4157


# C2H3NO3

The molecule C2H3NO3 at a distorted geometry (ωB97M-V with the def2-TZVPD basis set, the OMol25 dataset).

Bonds (Å) are listed after each position.
Geometry (Å):
1 C 1.40 -0.05 -0.11  C2 1.503, N3 1.160
2 C -0.09 -0.22 -0.05  C1 1.503, O4 1.387, O5 1.354, O6 1.706
3 N 2.56 -0.06 -0.01  C1 1.160
4 O -0.60 -0.53 1.20  C2 1.387, H7 0.908
5 O -0.44 -1.16 -0.96  C2 1.354, H8 0.965
6 O -0.67 1.36 -0.32  C2 1.706, H9 1.001
7 H -0.88 0.17 1.70  O4 0.908
8 H -1.34 -1.40 -0.72  O5 0.965
9 H 0.06 1.90 -0.74  O6 1.001

Results
- molecular weight (g mol⁻¹) = 89.050
- frontier orbital gap (alpha / beta) (eV) = 5.79 / 7.32
- DFT total energy (Ha) = -358.2130
- multiplicity = 3


# C2H3NO3S

The molecule C2H3NO3S at a distorted geometry (ωB97M-V with the def2-TZVPD basis set, the OMol25 dataset).

Bonds (Å) are listed after each position.
Geometry (Å):
1 C -0.09 -0.90 -0.86  C2 1.343, O6 1.173
2 C 0.21 0.17 -1.62  C1 1.343, O5 1.381, H8 1.011
3 N 0.65 0.85 1.05  S7 1.727, H9 0.948, H10 1.110
4 O -1.74 1.05 0.50  S7 1.420
5 O -0.09 1.48 -1.28  C2 1.381, S7 1.673
6 O -0.22 -1.71 -0.02  C1 1.173
7 S -0.56 1.82 0.29  N3 1.727, O4 1.420, O5 1.673
8 H 0.49 0.03 -2.58  C2 1.011
9 H 0.36 0.23 1.70  N3 0.948
10 H 1.54 1.43 1.39  N3 1.110

Results
- molecular weight (g mol⁻¹) = 121.117
- frontier orbital gap (eV) = 9.02
- DFT total energy (Ha) = -756.5711


# C2H3NO5S

The ion C2H3NO5S with charge -2 at a distorted geometry (ωB97M-V with the def2-TZVPD basis set, the OMol25 dataset).

Bonds (Å) are listed after each position.
Geometry (Å):
1 C 0.03 -0.29 0.59  N2 1.413, H10 1.193, H11 1.132, H12 1.096
2 N -1.24 -0.86 0.34  C1 1.413, C3 1.410, S6 1.838
3 C -1.12 -2.25 0.13  N2 1.410, O4 1.244, O5 1.259
4 O -2.03 -3.04 0.41  C3 1.244
5 O -0.03 -2.58 -0.42  C3 1.259
6 S -2.41 0.30 1.16  N2 1.838, O7 1.461, O8 1.481, O9 1.446
7 O -3.66 -0.46 1.20  S6 1.461
8 O -1.81 0.61 2.48  S6 1.481
9 O -2.41 1.49 0.34  S6 1.446
10 H 0.53 -0.89 1.49  C1 1.193
11 H 0.62 -0.56 -0.34  C1 1.132
12 H -0.23 0.72 0.93  C1 1.096

Results
- total charge = -2
- molecular weight (g mol⁻¹) = 153.115
- frontier orbital gap (eV) = 6.77
- DFT total energy (Ha) = -907.1558


# C2H3NOS

The molecule C2H3NOS at a distorted geometry (ωB97M-V with the def2-TZVPD basis set, the OMol25 dataset).

Bonds (Å) are listed after each position.
Geometry (Å):
1 C 0.27 -1.23 -0.71  C2 1.457, N3 1.369, S5 1.632
2 C -0.21 0.11 -0.44  C1 1.457, N3 1.461, H6 1.085, H7 1.083
3 N -0.06 -0.92 0.58  C1 1.369, C2 1.461, H8 1.012
4 O 1.28 -3.55 -1.06  S5 1.467
5 S 0.84 -2.34 -1.77  C1 1.632, O4 1.467
6 H 0.49 0.94 -0.49  C2 1.085
7 H -1.24 0.38 -0.66  C2 1.083
8 H 0.64 -0.86 1.32  N3 1.012

Results
- molecular weight (g mol⁻¹) = 89.119
- frontier orbital gap (eV) = 9.10
- DFT total energy (Ha) = -606.0879